{
  "formula": "C5H12NO",
  "method": "wB97M-V/def2-TZVPD",
  "homo_energy_ev": [-3.90, -8.57],
  "homo_lumo_gap_ev": [4.8, 9.1],
  "multiplicity": 2,
  "charge": 0,
  "relative_energy_kcal_mol": 49.0,
  "symbols": ["C", "O", "C", "C", "C", "C", "N", "H", "H", "H", "H", "H", "H", "H", "H", "H", "H", "H", "H"],
  "xyz": [[-2.12, 1.11, -0.53], [-2.90, 0.37, 0.40], [-0.63, 0.96, -0.27], [-0.22, -0.50, -0.30], [1.24, -0.81, -0.08], [1.77, -2.06, -0.16], [2.03, 0.13, 0.77], [-2.32, 0.78, -1.55], [-2.39, 2.16, -0.47], [-3.42, 0.99, 0.91], [-0.32, 1.46, 0.65], [-0.08, 1.46, -1.07], [-0.83, -1.04, 0.45], [-0.42, -0.90, -1.29], [1.12, -2.89, -0.42], [2.83, -2.25, -0.09], [1.42, 0.76, 1.34], [2.65, 0.74, 0.26], [2.60, -0.46, 1.45]],
  "lowdin_charge": [-0.2687, -0.0678, -0.2202, -0.1981, -0.4324, -0.0461, 0.1120, 0.1176, 0.1114, 0.0858, 0.0876, 0.1086, 0.1168, 0.1177, 0.0383, 0.0158, 0.1022, 0.1310, 0.0887]
}

---

{
  "formula": "C5H12NO",
  "method": "wB97M-V/def2-TZVPD",
  "homo_energy_ev": -14.23,
  "homo_lumo_gap_ev": 11.1,
  "charge": 1,
  "relative_energy_kcal_mol": 25.3,
  "symbols": ["N", "C", "C", "C", "C", "C", "O", "H", "H", "H", "H", "H", "H", "H", "H", "H", "H", "H", "H"],
  "xyz": [[-0.45, -0.07, 1.79], [-1.42, 0.87, 1.13], [-1.47, 0.97, -0.17], [-0.88, 0.01, -1.15], [0.61, 0.34, -1.36], [1.53, -0.77, -1.01], [1.51, -0.89, 0.41], [0.37, -0.28, 1.16], [-0.23, 0.12, 2.75], [-0.88, -1.02, 1.88], [-2.01, 1.37, 1.86], [-1.90, 1.83, -0.67], [-0.89, -1.00, -0.83], [-1.45, 0.14, -2.04], [0.74, 0.60, -2.43], [0.96, 1.26, -0.88], [1.13, -1.68, -1.42], [2.53, -0.58, -1.35], [2.39, -1.13, 0.66]],
  "lowdin_charge": [0.1925, -0.0590, -0.0653, -0.1496, -0.1784, -0.2092, -0.0620, 0.0690, 0.1546, 0.1855, 0.1154, 0.1349, 0.1101, 0.1143, 0.1385, 0.1310, 0.1277, 0.1342, 0.1157]
}

---

{
  "formula": "C5H12NO",
  "method": "wB97M-V/def2-TZVPD",
  "homo_energy_ev": -14.11,
  "homo_lumo_gap_ev": 10.3,
  "charge": 1,
  "relative_energy_kcal_mol": 39.7,
  "symbols": ["C", "C", "C", "H", "H", "H", "H", "H", "H", "O", "C", "C", "N", "H", "H", "H", "H", "H", "H"],
  "xyz": [[-1.90, -1.51, 0.90], [-0.81, -1.09, 1.91], [0.46, -1.61, 1.98], [-2.32, -0.81, 0.16], [-1.49, -2.34, 0.36], [-2.80, -1.77, 1.41], [-1.06, -0.21, 2.55], [1.05, -1.29, 2.84], [0.87, -2.37, 1.30], [0.08, 2.40, -1.47], [0.20, 1.31, -2.09], [0.74, 0.13, -1.36], [1.15, 0.55, 0.01], [-0.16, 1.23, -3.12], [-0.06, -0.60, -1.25], [1.57, -0.37, -1.83], [2.15, 0.38, 0.33], [0.85, 1.55, 0.09], [0.66, 0.06, 0.83]],
  "lowdin_charge": [-0.0860, -0.2016, -0.0374, 0.0755, 0.0694, 0.0674, 0.1168, 0.0764, 0.0828, 0.0462, -0.1303, -0.0984, 0.1490, 0.1465, 0.1304, 0.1352, 0.2063, 0.1533, 0.0986]
}

---

{
  "formula": "C5H12NO",
  "method": "wB97M-V/def2-TZVPD",
  "homo_energy_ev": -14.82,
  "homo_lumo_gap_ev": 11.2,
  "charge": 1,
  "relative_energy_kcal_mol": 10.6,
  "symbols": ["C", "C", "C", "C", "N", "C", "O", "H", "H", "H", "H", "H", "H", "H", "H", "H", "H", "H", "H"],
  "xyz": [[-1.84, -0.64, 0.06], [-0.46, -0.38, -0.51], [-0.38, 0.97, -1.27], [0.64, -0.58, 0.54], [0.73, 0.65, 1.41], [1.97, -0.71, -0.17], [2.72, 0.21, -0.33], [-2.62, -0.46, -0.67], [-2.04, -0.02, 0.95], [-1.96, -1.62, 0.53], [-0.28, -1.07, -1.34], [0.61, 1.18, -1.69], [-0.76, 1.80, -0.68], [-1.03, 0.84, -2.12], [0.43, -1.43, 1.18], [1.52, 0.64, 2.05], [0.80, 1.51, 0.85], [-0.17, 0.77, 1.90], [2.12, -1.65, -0.71]],
  "lowdin_charge": [-0.0502, -0.3751, -0.0393, -0.2233, 0.2431, -0.1961, 0.1104, 0.0976, 0.0817, 0.0946, 0.1505, 0.0895, 0.0861, 0.0934, 0.1672, 0.1842, 0.1611, 0.1730, 0.1516]
}

---

{
  "formula": "C5H12NO",
  "method": "wB97M-V/def2-TZVPD",
  "homo_energy_ev": -14.78,
  "homo_lumo_gap_ev": 10.7,
  "charge": 1,
  "relative_energy_kcal_mol": 120.5,
  "symbols": ["C", "C", "C", "C", "C", "N", "O", "H", "H", "H", "H", "H", "H", "H", "H", "H", "H", "H", "H"],
  "xyz": [[-1.49, -1.32, -0.37], [2.94, -0.18, 0.02], [-3.06, 0.83, -0.24], [1.60, 0.37, -0.42], [0.71, 0.17, 0.82], [-1.47, -0.13, 0.07], [-0.59, 0.68, 0.55], [-0.47, -1.76, -0.45], [-2.32, -1.91, -0.69], [2.93, -1.09, 0.49], [3.71, -0.10, -0.86], [3.22, 0.55, 0.87], [-3.12, 0.83, -1.26], [-2.96, 1.63, 0.43], [-3.84, 0.22, 0.23], [1.38, -0.16, -1.32], [1.39, 1.46, -0.81], [0.50, -0.83, 1.15], [0.93, 0.73, 1.78]],
  "lowdin_charge": [0.1408, -0.1021, 0.2454, -0.2328, -0.1645, -0.0975, -0.0513, 0.1227, 0.1174, 0.0410, 0.1276, 0.1083, 0.0486, 0.0634, 0.0963, 0.0897, 0.1640, 0.1102, 0.1729]
}

---

{
  "formula": "C5H12NO",
  "method": "wB97M-V/def2-TZVPD",
  "homo_energy_ev": -14.20,
  "homo_lumo_gap_ev": 10.9,
  "charge": 1,
  "relative_energy_kcal_mol": 50.7,
  "symbols": ["N", "C", "C", "C", "C", "C", "O", "H", "H", "H", "H", "H", "H", "H", "H", "H", "H", "H", "H"],
  "xyz": [[1.70, 0.27, 1.35], [1.76, -0.98, 0.57], [1.06, -0.99, -0.59], [0.29, 0.17, -1.30], [-1.24, 0.06, -1.14], [-1.91, 0.64, 0.11], [-0.90, 0.49, 1.26], [2.28, 1.13, 1.09], [0.69, 0.66, 1.25], [1.85, 0.03, 2.32], [1.93, -1.93, 1.12], [0.81, -1.88, -1.11], [0.76, 1.15, -1.13], [0.30, -0.01, -2.46], [-1.67, 0.28, -2.15], [-1.29, -1.05, -1.27], [-2.19, 1.61, -0.18], [-2.88, 0.13, 0.13], [-1.36, 0.22, 2.13]],
  "lowdin_charge": [0.1371, -0.0846, -0.0389, -0.1856, -0.2025, -0.1104, -0.1207, 0.2079, 0.1157, 0.1524, 0.1370, 0.1023, 0.1098, 0.1506, 0.1321, 0.1208, 0.0994, 0.1257, 0.1518]
}

---

{
  "formula": "C5H12NO",
  "method": "wB97M-V/def2-TZVPD",
  "homo_energy_ev": -13.41,
  "homo_lumo_gap_ev": 7.3,
  "charge": 1,
  "relative_energy_kcal_mol": 138.3,
  "symbols": ["C", "C", "C", "C", "C", "N", "O", "H", "H", "H", "H", "H", "H", "H", "H", "H", "H", "H", "H"],
  "xyz": [[0.03, -2.72, 0.41], [-0.91, 0.99, 1.48], [1.20, 2.37, -1.88], [-0.57, -1.33, 0.38], [-0.21, -0.32, 1.32], [0.89, 1.16, -1.24], [0.16, 0.31, -1.68], [0.99, -2.87, -0.15], [0.23, -3.11, 1.39], [-0.77, -3.51, 0.08], [-0.41, 1.92, 1.77], [-1.81, 0.86, 2.27], [-1.37, 1.22, 0.40], [0.56, 2.60, -2.75], [2.16, 2.19, -2.50], [1.25, 3.04, -1.12], [-1.73, -1.38, 0.49], [-0.31, -0.96, -0.64], [0.63, -0.47, 1.96]],
  "lowdin_charge": [-0.0806, -0.0516, -0.0492, -0.2429, 0.0457, -0.0815, -0.0006, 0.1039, 0.0598, 0.1303, 0.0868, 0.1713, 0.1367, 0.1096, 0.1589, 0.0568, 0.1985, 0.1108, 0.1373]
}

---

{
  "formula": "C5H12NO2",
  "method": "wB97M-V/def2-TZVPD",
  "homo_energy_ev": -3.38,
  "homo_lumo_gap_ev": 7.2,
  "charge": -1,
  "relative_energy_kcal_mol": 86.5,
  "symbols": ["C", "O", "C", "C", "C", "C", "N", "H", "H", "H", "H", "H", "H", "H", "H", "H", "H", "H", "H", "O"],
  "xyz": [[0.46, -1.15, 2.08], [0.75, -2.54, 1.93], [0.17, -0.51, 0.62], [-0.33, 0.96, 0.53], [-0.02, 1.49, -0.84], [-0.20, 2.73, -1.29], [-0.67, -1.44, -0.17], [-0.43, -1.09, 2.75], [1.32, -0.65, 2.44], [1.08, -0.53, 0.04], [0.04, 1.58, 1.32], [-1.44, 0.78, 0.73], [0.29, 0.62, -1.41], [-0.81, 3.37, -0.61], [0.15, 3.04, -2.28], [-1.65, -1.27, -0.01], [0.20, -2.84, 1.17], [-0.30, -1.34, -1.13], [1.05, -0.84, -3.15], [0.32, -0.38, -2.69]],
  "lowdin_charge": [-0.2126, -0.1375, -0.3665, -0.1836, -0.2121, -0.0348, 0.0193, 0.1080, 0.0834, 0.1241, 0.0879, 0.1201, -0.0045, 0.0424, 0.0408, 0.0588, 0.0644, 0.0316, -0.1198, -0.5095]
}

---

Number 1: maximum force 1.00 eV/Å, calculated total energy -8913.0602 eV. Number 2: maximum force 3.44 eV/Å, calculated total energy -8909.5317 eV. Number 3: maximum force 4.37 eV/Å, calculated total energy -8908.9077 eV. Number 4: maximum force 1.13 eV/Å, calculated total energy -8910.1706 eV. Number 5: maximum force 7.10 eV/Å, calculated total energy -8905.4039 eV. Number 6: maximum force 3.26 eV/Å, calculated total energy -8908.4312 eV. Number 7: maximum force 5.48 eV/Å, calculated total energy -8904.6326 eV. Number 8: maximum force 2.91 eV/Å, calculated total energy -10963.2383 eV.